No. 1
The following is a quantum chemistry calculation of a molecular structure, C28H31BCl8MnN6O3SSi, from the OMol25 dataset.

Last column: Löwdin charge in e.
Atoms and positions in Å:
H (5.867, -3.297, -6.508)  0.078
N (-4.674, 0.161, 0.399)  0.069
H (-3.053, -4.041, 1.622)  0.023
C (5.451, -2.877, -5.585)  -0.050
C (5.256, 0.150, -3.663)  -0.043
H (6.441, 0.366, -6.261)  0.082
H (6.942, -1.153, -7.019)  0.078
C (4.242, -1.126, -6.903)  -0.048
O (2.616, 0.535, -1.094)  0.089
C (3.442, 0.180, -2.137)  -0.214
H (-0.288, 2.920, 0.016)  0.038
C (-0.060, 3.145, 4.079)  -0.700
C (-2.317, -3.420, 1.096)  -0.189
C (0.308, -1.898, 1.374)  -0.310
H (4.052, -0.056, -7.030)  0.088
H (1.258, 3.656, -4.740)  0.083
H (5.187, 1.410, -1.888)  0.112
C (3.363, -1.302, -4.044)  0.055
C (1.674, 3.637, -0.481)  -0.133
B (1.459, -0.270, -1.221)  -0.459
H (6.223, 0.539, -3.962)  0.089
S (-1.339, 2.077, -2.449)  0.632
N (-6.583, -0.292, -1.116)  0.047
H (0.859, -2.634, 0.770)  -0.003
H (7.301, -0.862, -5.312)  0.079
O (0.331, 1.207, 1.049)  -0.244
H (-1.426, -4.515, 3.936)  0.013
C (-1.902, -1.430, 3.408)  -0.189
H (2.168, 2.785, -0.010)  0.095
H (2.226, 4.887, -2.197)  0.115
C (1.835, 1.533, 2.856)  -0.590
C (2.821, -0.794, -2.896)  -0.191
C (-1.439, -3.337, -3.196)  -1.311
Cl (-1.795, 2.904, 2.016)  0.754
H (2.334, 2.340, -4.221)  0.083
C (1.144, 2.902, 4.732)  -0.726
N (-0.788, -1.553, -1.479)  0.138
C (-1.074, -2.346, -2.249)  -0.274
C (0.603, 1.724, 2.184)  -0.471
C (-0.555, -4.079, 3.421)  -0.214
H (1.016, -1.437, 2.073)  -0.034
Cl (-2.943, -3.085, -3.991)  0.599
C (2.172, 3.829, -1.916)  -0.118
H (-1.796, -4.054, 0.365)  0.013
C (6.554, -0.709, -6.096)  -0.085
C (1.346, 2.782, -4.085)  -0.050
Cl (1.459, 3.590, 6.294)  0.617
Cl (3.614, 1.818, 4.880)  0.640
O (1.619, -1.099, -2.335)  0.125
N (-2.240, 0.039, 0.359)  0.068
C (2.090, 2.101, 4.102)  -0.697
C (-0.318, 2.579, 2.838)  -0.587
C (4.678, 0.664, -2.488)  -0.002
H (6.149, -3.076, -4.766)  0.086
H (-2.405, -0.636, 2.848)  0.003
Cl (-1.075, -4.959, -2.729)  0.576
N (0.256, 3.362, -0.710)  0.025
C (0.048, 2.871, -1.964)  -0.850
N (1.153, 3.140, -2.697)  -0.154
Mn (-0.302, -0.295, -0.041)  0.674
H (2.796, -2.039, -4.609)  0.055
Si (-1.067, -2.662, 2.269)  0.340
H (3.147, 3.378, -2.078)  0.108
H (0.587, 2.057, -4.367)  0.058
H (-2.642, -1.919, 4.057)  0.022
H (-0.057, -4.880, 2.856)  0.016
H (3.280, -1.617, -6.731)  0.077
H (0.149, -3.720, 4.185)  0.016
Cl (-1.246, 4.167, 4.819)  0.647
H (1.814, 4.524, 0.133)  0.114
H (4.662, -1.517, -7.838)  0.079
H (4.516, -3.399, -5.366)  0.084
Cl (0.301, -3.007, -5.142)  -0.231
H (-2.859, -2.647, 0.537)  0.008
C (-5.653, -0.091, -0.445)  -0.426
C (-3.405, 0.071, 0.303)  -0.345
C (5.220, -1.366, -5.743)  -0.564
C (4.617, -0.811, -4.449)  -0.173
H (-1.146, -0.958, 4.052)  0.026
Cl (3.035, 0.586, 2.067)  0.758

## Properties
charge = -2
E_LUMO (alpha / beta) = 3.6 / 3.6 eV
expectation value of S² = 8.9047
ΔE to the lowest compared entry with this formula, charge and spin = 23.1 kcal per mole
HOMO energy (alpha / beta) = -2.2554 / -3.4257 eV
spin multiplicity = 6
HOMO-LUMO gap (alpha / beta) = 5.9 / 7.0 eV
strongest force on any atom = 0.0295 hartree/bohr
electronic energy = -195516.4687 eV
molar mass = 909.12 g mol⁻¹


No. 2
The following is a quantum chemistry calculation of a molecular structure, C28H31CaClFN7O2, from the OMol25 dataset.

Last column: Löwdin charge in e.
Atoms and positions in Å:
N (-0.968, 2.179, -0.846)  0.038
H (-0.960, -1.791, -6.125)  0.116
H (2.928, -1.261, 3.680)  0.111
H (4.874, -2.428, 0.707)  0.111
H (-1.055, 2.786, 3.403)  0.111
C (4.238, -3.179, 1.158)  -0.017
H (-1.585, 4.839, -0.626)  0.075
H (-3.826, 2.424, -0.683)  0.071
H (1.234, 1.739, -2.321)  0.077
C (-1.357, 2.729, -2.107)  -0.226
H (0.962, -3.857, 1.184)  0.107
C (-0.415, -1.604, 3.939)  -0.049
H (0.642, 2.631, 3.246)  0.082
H (-1.120, -2.154, 4.526)  0.105
H (5.787, -4.201, 2.251)  0.097
H (0.117, 3.596, -5.022)  0.105
N (-1.002, -1.505, -2.984)  -0.091
C (-0.669, 3.409, -4.303)  -0.040
C (-2.289, -0.727, 2.544)  -0.027
Cl (4.395, -6.529, 3.420)  0.628
O (2.983, -1.196, -0.533)  -0.003
C (4.735, -4.187, 2.030)  -0.090
C (-0.223, 3.014, 2.731)  0.016
F (-2.348, -1.270, -0.836)  -0.586
H (-2.235, 3.831, -5.718)  0.091
C (2.000, -4.072, 1.369)  -0.025
H (3.559, 0.405, 2.172)  0.083
H (-1.607, -4.007, -1.841)  0.100
H (-4.685, 1.886, -2.078)  0.065
N (-1.766, -2.620, -3.157)  -0.241
N (-0.611, -1.115, -4.136)  0.005
C (0.913, -1.778, 4.244)  -0.077
C (1.876, -1.096, 3.530)  -0.042
C (-3.046, 3.056, -3.835)  -0.024
C (2.557, 0.688, 1.860)  -0.023
C (-3.721, 1.956, -1.646)  -0.029
H (1.537, 3.419, -1.894)  0.086
H (2.472, 0.591, 0.786)  0.052
O (0.959, -1.740, 0.155)  -0.194
C (1.498, -0.135, 2.590)  -0.199
C (-1.196, 4.383, 0.264)  0.002
H (-0.167, 4.060, 2.557)  0.062
H (-4.120, 3.100, -4.113)  0.117
C (-2.694, 2.619, -2.530)  -0.205
C (2.491, -5.120, 2.131)  -0.107
C (-2.021, 3.498, -4.719)  -0.058
C (-0.412, 2.228, 1.478)  -0.249
C (-0.885, 2.887, 0.225)  -0.211
H (-3.377, 0.898, -1.453)  0.082
H (-2.547, -1.286, 1.629)  0.069
H (-2.899, -1.151, 3.348)  0.079
C (0.124, 0.079, 2.332)  -0.224
C (3.846, -5.153, 2.478)  -0.658
C (-1.175, -1.911, -5.043)  -0.216
H (1.684, 2.847, -3.593)  0.079
H (-1.838, 4.627, 1.140)  0.101
C (-0.819, -0.735, 2.932)  -0.199
Ca (-0.472, -0.253, -0.955)  1.431
C (-0.313, 3.070, -2.985)  -0.218
H (-0.275, 4.965, 0.417)  0.098
H (2.430, 1.783, 2.127)  0.087
C (2.887, -3.124, 0.829)  -0.121
N (-1.876, -2.863, -4.454)  0.118
C (2.213, -1.931, 0.069)  -0.648
H (1.860, -5.864, 2.560)  0.089
C (1.119, 2.781, -2.674)  -0.027
N (-0.216, 0.986, 1.313)  0.096
H (-2.385, -2.613, -1.358)  0.016
H (1.233, -2.458, 5.017)  0.106
H (-2.624, 0.281, 2.328)  0.063
N (-2.349, -3.351, -2.134)  0.098

## Properties
charge = 0
E_LUMO = -1.0 eV
ΔE to the lowest compared entry with this formula, charge and spin = 9.1 kcal per mole
HOMO energy = -8.4892 eV
HOMO-LUMO gap = 7.5 eV
strongest force on any atom = 0.0594 hartree/bohr
electronic energy = -77746.0524 eV
molar mass = 592.13 g mol⁻¹


No. 3
The following is a quantum chemistry calculation of a molecular structure, C28H31CaI3N6O2SSi, from the OMol25 dataset.

Last column: Löwdin charge in e.
Atoms and positions in Å:
N (2.040, -1.483, -1.233)  0.057
H (-0.897, 1.317, 1.903)  -0.032
C (-3.176, 2.812, -3.255)  -0.042
C (-1.982, -2.661, 1.872)  -0.253
H (-1.928, 3.434, 0.799)  -0.024
C (-1.500, -1.793, -0.685)  -0.170
H (-1.281, -1.414, -1.680)  0.104
H (-2.793, 1.331, -0.248)  0.109
C (4.131, -2.547, -0.801)  -0.018
H (-4.032, -1.543, 4.154)  0.032
C (-3.132, -1.914, 4.650)  -0.189
C (-2.552, 1.698, -1.240)  -0.165
H (-4.502, 2.550, -1.599)  0.107
C (4.034, 4.715, 0.737)  -0.060
C (2.772, 5.103, 0.327)  -0.136
C (0.716, 1.937, -4.617)  -0.649
C (4.228, -2.929, -2.129)  -0.054
H (5.088, -3.486, -2.477)  0.110
H (-1.098, -4.494, 5.368)  0.029
O (2.210, -0.161, 1.152)  -0.279
H (-4.514, -4.343, 3.022)  0.031
C (-3.575, -4.666, 3.478)  -0.196
N (-0.549, 2.221, 1.579)  -0.115
H (3.257, -2.829, -4.053)  0.108
I (-2.677, 3.977, -6.385)  0.893
C (-1.884, 2.562, -3.769)  -0.226
C (4.394, 3.381, 0.623)  -0.050
H (-0.103, -3.172, 4.724)  0.001
C (2.151, -1.838, -2.513)  -0.122
H (0.169, 2.901, -6.454)  0.075
C (-0.809, -3.959, 4.460)  -0.191
S (-0.218, -0.810, 2.884)  0.648
C (3.458, 2.487, 0.139)  -0.125
N (-0.850, -1.195, 0.324)  -0.085
C (3.015, -1.831, -0.390)  -0.255
C (-0.984, 1.879, -2.919)  -0.202
C (-2.630, -3.244, 0.796)  -0.084
H (-3.427, -2.305, 5.627)  0.030
Si (-2.333, -3.263, 3.629)  0.488
H (5.377, 3.035, 0.910)  0.107
H (-0.299, -4.667, 3.802)  0.033
C (-0.167, 2.623, -5.464)  -0.233
H (-2.263, 2.979, 2.346)  0.068
I (0.068, 4.746, -0.928)  1.029
C (-1.435, 2.942, -5.060)  -0.682
N (-1.525, 3.258, 1.711)  -0.090
H (4.727, 5.446, 1.131)  0.112
H (3.812, -1.410, 1.548)  0.124
O (1.155, 0.953, -2.508)  -0.323
C (3.217, -2.571, -3.005)  -0.048
C (-1.068, -1.609, 1.589)  -0.720
C (-2.395, -2.818, -0.512)  -0.068
H (-3.811, -5.045, 4.476)  0.031
C (1.920, 4.127, -0.173)  -0.753
H (2.450, 6.132, 0.379)  0.090
H (2.217, -2.175, 1.561)  0.123
Ca (0.647, 0.560, -0.448)  1.312
H (-2.892, -3.269, -1.359)  0.101
H (-2.452, -1.077, 4.801)  -0.001
C (2.839, -1.431, 1.051)  -0.186
H (-3.334, -4.049, 0.966)  0.090
C (-3.513, 2.380, -2.003)  -0.044
H (4.909, -2.790, -0.090)  0.114
H (0.206, 2.440, 2.221)  0.068
I (2.633, 1.471, -5.279)  0.886
N (2.224, 2.841, -0.241)  -0.007
C (0.376, 1.569, -3.319)  -0.488
N (-1.334, 1.472, -1.669)  0.017
H (1.363, -1.497, -3.171)  0.108
H (-3.895, 3.341, -3.867)  0.059
H (3.696, 1.436, 0.055)  0.101
H (1.497, -0.261, 1.856)  -0.063
H (-3.184, -5.504, 2.896)  0.032

## Properties
charge = 0
E_LUMO = 0.1 eV
ΔE to the lowest compared entry with this formula, charge and spin = 0.0 kcal per mole
HOMO energy = -7.2713 eV
HOMO-LUMO gap = 7.4 eV
strongest force on any atom = 0.0150 hartree/bohr
electronic energy = -104033.8772 eV
molar mass = 964.54 g mol⁻¹